ORCA calculation (the ωB97M-V functional and the def2-TZVPD basis) on a cluster of 8 separate species, C6H26N2O7 in total at a distorted geometry.

As for the total energy: -880.250386 a.u. The spin multiplicity is 1. As for the SMILES: C=NC(=C)C[C@H](C)N.O.O.O.O.O.O.O. The value obtained for the relative energy (zero: lowest compared OMol25 entry of this formula, charge and spin) is 40.0 kcal/mol. The value obtained for the gap between HOMO and LUMO is 9.242 eV. As for the HOMO energy: -0.33266 Eh.

CARTESIAN COORDINATES (ANGSTROEM)
1 C -0.455 -1.718 2.457
2 N -0.216 -0.600 2.932
3 C 0.995 0.162 2.661
4 C 2.146 0.067 3.262
5 C 0.675 1.518 1.935
6 C 1.632 1.719 0.710
7 C 1.333 3.021 -0.063
8 N 1.566 0.564 -0.180
9 H -1.416 -2.032 2.644
10 H -0.016 -2.422 1.830
11 H 2.427 -0.820 3.667
12 H 2.749 0.874 3.563
13 H 0.943 2.412 2.672
14 H -0.311 1.657 1.664
15 H 2.728 1.677 1.077
16 H 1.455 3.897 0.657
17 H 2.185 3.082 -0.797
18 H 0.323 2.992 -0.579
19 H 0.686 0.141 -0.211
20 H 1.915 0.831 -1.044
21 O -2.825 2.500 -0.589
22 H -3.280 2.890 -1.386
23 H -3.152 1.603 -0.599
24 O 2.105 -2.409 0.117
25 H 2.188 -1.780 0.805
26 H 2.721 -3.100 0.410
27 O -1.320 0.594 -3.356
28 H -0.843 1.286 -2.761
29 H -1.132 -0.321 -2.908
30 O 1.695 -0.870 -3.004
31 H 2.172 0.006 -2.560
32 H 1.990 -1.350 -2.241
33 O -0.858 -1.444 -1.606
34 H -0.098 -1.928 -2.020
35 H -1.357 -2.142 -1.147
36 O -2.597 -2.562 0.058
37 H -3.005 -2.647 -0.813
38 H -3.345 -2.812 0.717
39 O -3.907 -0.925 -1.828
40 H -3.500 -0.801 -2.776
41 H -2.996 -0.814 -1.365



ORCA calculation (the ωB97M-V functional and the def2-TZVPD basis) on a structure of composition C14H31AsN2O3Re.

As for the total energy: -3199.611695 a.u. The spin multiplicity is 2. The value obtained for the gap between HOMO and LUMO (alpha / beta) is 6.395 / 6.905 eV. As for the HOMO energy (alpha / beta): -0.81794 / -0.81987 Eh. As for the total charge: +4.

CARTESIAN COORDINATES (ANGSTROEM)
1 Re -0.961 -0.228 0.564
2 C -3.511 3.279 -0.877
3 N -3.183 2.169 -1.805
4 C -3.799 2.288 -3.155
5 C -2.432 1.190 -1.501
6 O -1.870 1.112 -0.264
7 C -2.047 0.031 -2.409
8 O -1.233 -0.809 -1.580
9 C -0.981 -2.181 -1.920
10 C -0.473 -2.812 -0.631
11 O -0.381 -1.929 0.411
12 N -0.135 -4.025 -0.474
13 C -0.231 -5.002 -1.599
14 C 0.367 -4.603 0.796
15 H -4.558 3.531 -1.037
16 H -3.348 2.974 0.150
17 H -2.884 4.130 -1.147
18 H -4.851 2.018 -3.065
19 H -3.709 3.331 -3.457
20 H -3.289 1.657 -3.877
21 H -2.929 -0.506 -2.771
22 H -1.456 0.402 -3.253
23 H -1.891 -2.675 -2.275
24 H -0.201 -2.234 -2.687
25 H -0.138 -4.500 -2.558
26 H 0.586 -5.710 -1.481
27 H -1.186 -5.523 -1.511
28 H 0.239 -3.902 1.613
29 H -0.201 -5.515 0.976
30 H 1.420 -4.846 0.645
31 C -0.032 -1.537 4.296
32 C 0.738 -0.304 3.855
33 As -0.311 0.918 2.733
34 C 0.824 2.446 2.239
35 C 1.193 3.311 3.442
36 C -1.952 1.408 3.706
37 C -1.643 1.791 5.154
38 H 0.575 -2.098 5.007
39 H -0.248 -2.206 3.458
40 H -0.967 -1.291 4.798
41 H 1.657 -0.516 3.309
42 H 0.987 0.357 4.691
43 H 0.288 3.020 1.482
44 H 1.702 1.993 1.771
45 H 0.338 3.873 3.815
46 H 1.944 4.033 3.117
47 H 1.633 2.735 4.256
48 H -2.619 0.546 3.650
49 H -2.403 2.234 3.153
50 H -1.143 0.991 5.699
51 H -2.594 1.973 5.658
52 H -1.050 2.700 5.227



ORCA calculation (the ωB97M-V functional and the def2-TZVPD basis) on a cluster of 2 separate species, C4H9NO2 in total.

As for the total energy: -362.971130 a.u. The spin multiplicity is 1. As for the SMILES: [H]/N=C\COC.C=O. The value obtained for the relative energy (zero: lowest compared OMol25 entry of this formula, charge and spin) is 71.8 kcal/mol. The value obtained for the gap between HOMO and LUMO is 10.285 eV. As for the HOMO energy: -0.34781 Eh.

CARTESIAN COORDINATES (ANGSTROEM)
1 H 0.580 -0.384 1.290
2 N 1.236 -0.174 0.533
3 C 0.601 0.299 -0.453
4 C -0.888 0.512 -0.473
5 O -1.432 -0.117 0.654
6 C -2.679 0.405 1.035
7 H 1.161 0.567 -1.357
8 H -1.087 1.597 -0.464
9 H -1.317 0.109 -1.405
10 H -2.586 1.459 1.337
11 H -3.413 0.331 0.220
12 H -3.026 -0.186 1.886
13 C 3.203 -1.083 -0.749
14 O 3.708 -0.127 -1.285
15 H 2.389 -1.659 -1.231
16 H 3.526 -1.470 0.233



ORCA calculation (the ωB97M-V functional and the def2-TZVPD basis) on a structure of composition C42H53N9OP2PbS.

As for the total energy: -3473.895006 a.u. The spin multiplicity is 1. The value obtained for the gap between HOMO and LUMO (alpha / beta) is 4.358 / 3.594 eV. As for the HOMO energy (alpha / beta): -0.00766 / 0.02046 Eh. As for the total charge: -2.

CARTESIAN COORDINATES (ANGSTROEM)
1 Pb -0.431 0.481 -0.117
2 C 0.333 -3.240 -0.358
3 C 1.590 -2.987 0.492
4 P 1.436 -1.456 1.535
5 C 3.184 -1.137 2.010
6 C 3.458 0.075 2.659
7 C 4.741 0.365 3.105
8 C 5.777 -0.540 2.902
9 C 5.520 -1.738 2.251
10 C 4.234 -2.033 1.809
11 C 0.795 -2.018 3.162
12 C 1.261 -3.291 3.741
13 C 0.522 -4.005 4.610
14 C -0.867 -3.671 4.872
15 C -1.460 -2.632 4.256
16 C -0.727 -1.629 3.462
17 P 0.085 -1.995 -1.722
18 C 1.336 -2.400 -2.974
19 C 0.990 -2.894 -4.287
20 C 1.786 -2.659 -5.384
21 C 2.987 -1.907 -5.290
22 C 3.350 -1.407 -4.018
23 C 2.566 -1.626 -2.910
24 C -1.510 -2.540 -2.417
25 C -1.876 -3.872 -2.581
26 C -3.091 -4.211 -3.171
27 C -3.963 -3.221 -3.601
28 C -3.619 -1.888 -3.430
29 C -2.406 -1.555 -2.842
30 H -0.567 -3.212 0.270
31 H 0.404 -4.226 -0.822
32 H 2.459 -2.884 -0.164
33 H 1.763 -3.846 1.144
34 H 2.644 0.776 2.820
35 H 4.927 1.298 3.625
36 H 6.780 -0.312 3.244
37 H 6.320 -2.453 2.094
38 H 4.054 -2.977 1.307
39 H 2.263 -3.629 3.485
40 H 0.943 -4.892 5.073
41 H -1.454 -4.341 5.492
42 H -2.536 -2.508 4.332
43 H -1.289 -1.166 2.654
44 H 0.081 -3.472 -4.415
45 H 1.490 -3.075 -6.343
46 H 3.596 -1.713 -6.163
47 H 4.269 -0.839 -3.908
48 H 2.879 -1.212 -1.953
49 H -1.207 -4.658 -2.254
50 H -3.359 -5.255 -3.286
51 H -4.914 -3.486 -4.047
52 H -4.309 -1.107 -3.727
53 H -2.161 -0.511 -2.661
54 C -3.695 4.020 -2.156
55 N -2.965 3.381 -3.258
56 C -3.901 2.753 -4.195
57 C -1.947 2.481 -2.829
58 N -1.918 1.880 -1.721
59 N -0.973 2.323 -3.809
60 C 0.178 1.514 -3.691
61 N 0.329 0.627 -4.751
62 N 0.971 1.696 -2.728
63 H -4.269 4.849 -2.574
64 H -2.986 4.413 -1.429
65 H -4.370 3.333 -1.636
66 H -4.547 3.520 -4.623
67 H -4.529 2.006 -3.692
68 H -3.369 2.265 -5.012
69 H -2.817 1.945 -1.187
70 H -1.242 2.587 -4.740
71 H -0.531 0.181 -5.037
72 H 1.063 -0.058 -4.609
73 H 1.700 0.982 -2.726
74 C -1.101 5.254 3.150
75 N -1.198 4.036 2.358
76 C -2.092 3.043 2.950
77 C 0.022 3.531 1.871
78 N 0.478 2.363 2.084
79 N 0.718 4.415 1.050
80 C -0.026 5.184 0.064
81 C 2.000 3.940 0.546
82 H -0.820 5.032 4.189
83 H -2.066 5.768 3.161
84 H -0.351 5.919 2.726
85 H -3.087 3.484 3.038
86 H -1.761 2.730 3.950
87 H -2.170 2.159 2.315
88 H -0.038 1.846 2.796
89 H -0.975 5.514 0.473
90 H -0.219 4.594 -0.841
91 H 0.560 6.060 -0.222
92 H 2.522 3.396 1.329
93 H 2.594 4.806 0.243
94 H 1.875 3.271 -0.315
95 O -4.154 1.608 -0.266
96 S -3.871 0.332 0.575
97 N -2.369 0.035 0.805
98 C 0.413 -0.901 4.042
99 C 0.760 -0.586 5.372
100 C 2.080 -0.725 5.888
101 C 2.423 -0.267 7.148
102 C 1.481 0.325 7.994
103 C 0.163 0.411 7.535
104 C -0.196 -0.039 6.277
105 H 2.832 -1.194 5.260
106 H 3.450 -0.375 7.487
107 H 1.758 0.681 8.980
108 H -0.599 0.839 8.180
109 H -1.227 0.035 5.945



ORCA calculation (the ωB97M-V functional and the def2-TZVPD basis) on a structure of composition C6H6N2 at a distorted geometry.

As for the total energy: -341.605280 a.u. The spin multiplicity is 1. The value obtained for the relative energy (zero: lowest compared OMol25 entry of this formula, charge and spin) is 73.6 kcal/mol. The value obtained for the gap between HOMO and LUMO is 9.776 eV. As for the HOMO energy: -0.34626 Eh.

CARTESIAN COORDINATES (ANGSTROEM)
1 C 2.355 0.046 -0.008
2 C 0.959 0.094 0.058
3 C 0.254 1.210 -0.194
4 C -1.161 0.549 -0.286
5 C -1.007 -0.310 0.963
6 C -0.056 -0.990 0.025
7 H 0.698 2.276 -0.126
8 H -1.939 1.243 -0.562
9 H -0.780 0.337 1.850
10 H -1.814 -0.928 1.153
11 H 0.409 -2.020 0.120
12 H -0.428 -0.486 -1.893
13 N 3.465 -0.305 -0.105
14 N -0.954 -0.718 -0.996



Question: Which formula does entry 3 have?
Answer: C4H9NO2



What did the second record say?
ORCA calculation (the ωB97M-V functional and the def2-TZVPD basis) on a structure of composition C14H31AsN2O3Re.

As for the total energy: -3199.611695 a.u. The spin multiplicity is 2. The value obtained for the gap between HOMO and LUMO (alpha / beta) is 6.395 / 6.905 eV. As for the HOMO energy (alpha / beta): -0.81794 / -0.81987 Eh. As for the total charge: +4.

CARTESIAN COORDINATES (ANGSTROEM)
1 Re -0.961 -0.228 0.564
2 C -3.511 3.279 -0.877
3 N -3.183 2.169 -1.805
4 C -3.799 2.288 -3.155
5 C -2.432 1.190 -1.501
6 O -1.870 1.112 -0.264
7 C -2.047 0.031 -2.409
8 O -1.233 -0.809 -1.580
9 C -0.981 -2.181 -1.920
10 C -0.473 -2.812 -0.631
11 O -0.381 -1.929 0.411
12 N -0.135 -4.025 -0.474
13 C -0.231 -5.002 -1.599
14 C 0.367 -4.603 0.796
15 H -4.558 3.531 -1.037
16 H -3.348 2.974 0.150
17 H -2.884 4.130 -1.147
18 H -4.851 2.018 -3.065
19 H -3.709 3.331 -3.457
20 H -3.289 1.657 -3.877
21 H -2.929 -0.506 -2.771
22 H -1.456 0.402 -3.253
23 H -1.891 -2.675 -2.275
24 H -0.201 -2.234 -2.687
25 H -0.138 -4.500 -2.558
26 H 0.586 -5.710 -1.481
27 H -1.186 -5.523 -1.511
28 H 0.239 -3.902 1.613
29 H -0.201 -5.515 0.976
30 H 1.420 -4.846 0.645
31 C -0.032 -1.537 4.296
32 C 0.738 -0.304 3.855
33 As -0.311 0.918 2.733
34 C 0.824 2.446 2.239
35 C 1.193 3.311 3.442
36 C -1.952 1.408 3.706
37 C -1.643 1.791 5.154
38 H 0.575 -2.098 5.007
39 H -0.248 -2.206 3.458
40 H -0.967 -1.291 4.798
41 H 1.657 -0.516 3.309
42 H 0.987 0.357 4.691
43 H 0.288 3.020 1.482
44 H 1.702 1.993 1.771
45 H 0.338 3.873 3.815
46 H 1.944 4.033 3.117
47 H 1.633 2.735 4.256
48 H -2.619 0.546 3.650
49 H -2.403 2.234 3.153
50 H -1.143 0.991 5.699
51 H -2.594 1.973 5.658
52 H -1.050 2.700 5.227